(i)
2 unconnected molecules or ions with the total composition CBrClNO2P. Source: OMol25; level of theory: the ωB97M-V functional and the def2-TZVPD basis.

Values from the calculation:
HOMO energy (alpha / beta) = -11.09 / -11.09 eV
net charge = 0

Geometry as XYZ:
```
7
Properties=species:S:1:pos:R:3:nbo_charge:R:1
C -0.89212 1.02480 -1.09573 0.542
N -1.61319 1.77310 -1.51150 -0.334
O -1.30712 0.04240 2.08116 -0.463
O 0.04016 0.10783 -0.87529 -0.765
P 0.53742 -0.48745 0.62013 1.292
Cl 2.43086 0.14744 0.76052 -0.174
Br 0.80398 -2.60811 0.02071 -0.098
```

---

(ii)
A single CBrClNO2P molecule. Source: OMol25; level of theory: the ωB97M-V functional and the def2-TZVPD basis.

Values from the calculation:
structure (SMILES) = N#CO[P@](=O)(Cl)Br
HOMO energy = -11.81 eV
net charge = 0

Geometry as XYZ:
```
7
Properties=species:S:1:pos:R:3:nbo_charge:R:1
N -2.59368 -0.98784 -0.54231 -0.355
C -1.49791 -0.81782 -0.55769 0.536
O -0.24631 -0.60578 -0.56378 -0.744
P 0.65202 0.36520 0.47258 1.904
O 0.45683 0.21903 1.88191 -0.987
Cl 0.66214 2.23167 -0.42420 -0.211
Br 2.56692 -0.40445 -0.26651 -0.143
```

---

(iii)
2 unconnected molecules or ions with the total composition CBrClNO2P. Source: OMol25; level of theory: the ωB97M-V functional and the def2-TZVPD basis.

Values from the calculation:
HOMO energy (alpha / beta) = -9.89 / -9.85 eV
net charge = 0

Geometry as XYZ:
```
7
Properties=species:S:1:pos:R:3:nbo_charge:R:1
C -0.06679 -1.71135 -0.65788 0.543
N 0.31684 -2.47665 0.15285 -0.519
O -1.26237 1.73929 1.10955 -0.936
O -0.63290 -0.83912 -1.26146 -0.614
P -0.24201 1.09023 0.33934 1.648
Cl 0.60224 1.90800 -1.24112 -0.135
Br 1.28498 0.28960 1.55872 0.013
```

---

Computed energies relative to the best structure, in kJ/mol: (i) 581.2; (ii) 0.0; (iii) 221.9

---

(i)
A molecular structure, C20H27F5N2O3Sr. Source: OMol25; level of theory: the ωB97M-V functional and the def2-TZVPD basis.

Values from the calculation:
HOMO energy = -7.70 eV
net charge = 0

Geometry as XYZ:
```
58
Properties=species:S:1:pos:R:3:nbo_charge:R:1
Sr -2.43025 -0.43626 -1.21259 1.743
C 6.44789 -0.21400 -0.89335 -0.636
C 4.97009 -0.15869 -1.14953 0.060
C 4.39177 0.93641 -1.77654 -0.243
C 3.02685 0.99724 -2.01806 0.080
C 2.47865 2.21987 -2.70692 -0.660
C 2.21730 -0.09009 -1.62126 -0.178
C 0.79770 0.02936 -1.93307 0.429
O -0.04479 -0.86115 -1.81139 -0.703
C 2.78452 -1.20557 -0.96826 0.072
C 2.01281 -2.40103 -0.47811 -0.648
C 4.15339 -1.20952 -0.74891 -0.239
H 6.95015 0.68036 -1.25737 0.220
H 6.89233 -1.07996 -1.38629 0.229
H 6.65187 -0.30992 0.17409 0.229
H 5.01927 1.76441 -2.08309 0.211
H 3.28165 2.94007 -2.85037 0.221
H 1.68499 2.70017 -2.13279 0.249
H 2.06334 1.98673 -3.68862 0.228
H 0.46053 1.00443 -2.30339 0.184
H 0.96367 -2.19710 -0.30892 0.231
H 2.46482 -2.76705 0.44422 0.218
H 2.07094 -3.20939 -1.21072 0.235
H 4.59438 -2.05949 -0.23961 0.210
C -1.56164 -1.91718 1.81912 -0.270
C -1.33683 -1.88739 3.35335 -0.252
N -1.20451 -0.50886 3.81847 -0.410
C -2.43429 0.22141 3.50829 -0.250
C -2.71087 0.18806 1.98536 -0.305
N -1.61131 -0.53793 1.30392 -0.519
C -0.33660 0.14130 1.59601 -0.269
C -0.08648 0.12839 3.12571 -0.253
H -2.50081 -2.41228 1.55851 0.224
H -0.74971 -2.44132 1.30746 0.194
H -0.43230 -2.43331 3.62849 0.200
H -2.17427 -2.34738 3.87964 0.208
H -2.31842 1.24695 3.86195 0.205
H -3.25393 -0.23282 4.06669 0.207
H -2.76209 1.19189 1.55728 0.243
H -3.64534 -0.32803 1.75465 0.227
H -0.40150 1.15711 1.20214 0.223
H 0.45798 -0.38063 1.05615 0.197
H 0.02013 1.14343 3.51135 0.206
H 0.82642 -0.41769 3.37218 0.198
F -4.75756 -3.03073 -0.04602 -0.398
C -4.77778 -1.70748 -0.50753 0.047
F -5.59121 -1.03712 0.41477 -0.395
C -5.61321 -1.75574 -1.77882 0.876
F -6.85806 -2.22567 -1.69762 -0.315
F -5.68895 -0.49802 -2.29309 -0.350
F -4.96051 -2.49854 -2.70957 -0.349
C -0.65888 4.30434 -1.39241 -0.285
O -0.77141 2.93898 -1.80237 -0.616
C -1.75846 2.17496 -1.13838 0.206
O -2.38079 2.74506 -0.25848 -0.718
H 0.10042 4.74751 -2.03470 0.178
H -0.36389 4.38205 -0.34491 0.179
H -1.60722 4.82686 -1.51678 0.191
```

---

(ii)
A molecular structure, C20H27F5N2O3Sr. Source: OMol25; level of theory: the ωB97M-V functional and the def2-TZVPD basis.

Values from the calculation:
HOMO energy = -6.24 eV
net charge = 0

Geometry as XYZ:
```
58
Properties=species:S:1:pos:R:3:mulliken_charge:R:1
Sr -1.74142 -1.61663 -0.03077 2.152
C 6.89548 -0.33813 -1.04117 -1.507
C 5.40838 -0.43823 -0.93457 0.763
C 4.58548 0.29077 -1.78597 -0.862
C 3.20978 0.20967 -1.71807 0.499
C 2.38998 1.05177 -2.64797 -1.479
C 2.60858 -0.62803 -0.74587 0.581
C 1.17018 -0.77023 -0.74217 -0.046
O 0.43188 -1.01913 0.20653 -0.943
C 3.43448 -1.35833 0.13663 1.354
C 2.90798 -2.31443 1.15713 -1.832
C 4.81118 -1.25793 0.01073 -0.716
H 7.18358 0.36417 -1.81897 0.351
H 7.32958 -1.30923 -1.27407 0.348
H 7.32438 -0.00513 -0.09737 0.351
H 5.03808 0.93307 -2.52657 0.282
H 3.03408 1.64977 -3.28537 0.392
H 1.74128 1.72977 -2.09847 0.140
H 1.76298 0.43577 -3.28907 0.367
H 0.70368 -0.63953 -1.73777 0.389
H 1.82918 -2.39193 1.15363 0.139
H 3.22258 -2.00933 2.15303 0.394
H 3.32448 -3.30243 0.97253 0.413
H 5.43208 -1.84723 0.66913 0.485
C -3.37142 1.95327 -0.13447 -0.611
C -3.34892 3.49677 -0.08497 -0.898
N -1.98332 3.96597 0.09123 -0.166
C -1.16072 3.47957 -1.00187 -0.869
C -1.15292 1.93427 -1.00167 -0.026
N -2.01732 1.43097 0.06393 0.591
C -1.52162 1.91347 1.35363 -0.509
C -1.47352 3.45897 1.35403 -0.757
H -3.74202 1.58507 -1.09067 0.522
H -4.01042 1.54517 0.64743 0.089
H -3.93432 3.87947 0.75233 0.394
H -3.74272 3.93417 -1.00347 0.280
H -0.15492 3.88657 -0.87577 0.408
H -1.57352 3.87697 -1.93047 0.283
H -0.14722 1.54867 -0.82437 -0.335
H -1.51842 1.53357 -1.95087 0.483
H -0.53462 1.48227 1.52973 0.352
H -2.19692 1.54407 2.12813 0.262
H -0.45532 3.82997 1.48653 0.275
H -2.09452 3.87757 2.14803 0.336
F -1.15132 -4.89753 -0.89267 -0.362
C -1.93152 -4.18243 0.01473 -0.427
F -3.18932 -4.73903 -0.11457 -0.331
C -1.41992 -4.57753 1.39313 0.911
F -2.11902 -3.94703 2.37123 -0.254
F -0.14082 -4.16813 1.55013 -0.229
F -1.44262 -5.87823 1.68723 -0.270
C -4.69952 -0.94923 2.41603 -0.008
O -5.49852 -0.98503 1.22703 -0.068
C -5.00192 -1.16903 0.01453 -1.232
O -3.77402 -1.28123 -0.17187 -0.088
H -5.38542 -0.69583 3.22243 0.268
H -3.91872 -0.18323 2.33983 -0.224
H -4.23032 -1.92243 2.60103 0.195
```

---

Computed energies relative to the best structure, in kJ/mol: (i) 0.0; (ii) 202.3